Record 1
10
Properties=species:S:1:pos:R:3:forces:R:3 method="wB97M-V/def2-TZVPD" e_above_lowest_kcal_mol=26.16 homo_ev=-8.94 multiplicity=1 e_tot_ha=-301.4455 smiles=Oc1cc[nH]n1
O 2.2486 0.1176 -0.1905 0.0 -0.1 -0.2
C 0.9055 0.0088 -0.1154 -0.2 -0.1 0.0
N 0.3359 -1.1780 -0.0770 0.1 0.2 0.1
N -0.9704 -0.9180 0.1645 -0.3 -0.1 0.0
C -1.2222 0.4074 0.2198 0.0 -0.1 -0.1
C -0.0393 1.0615 0.0130 -0.1 -0.1 -0.3
H 2.5936 -0.7880 -0.1470 0.0 0.2 -0.1
H -1.6474 -1.6242 -0.0703 0.1 -0.1 0.3
H -2.1916 0.8158 0.4660 0.0 -0.2 -0.3
H -0.0127 2.0971 -0.2631 0.6 0.3 0.5

---

Record 2
104
Properties=species:S:1:pos:R:3:forces:R:3 method="wB97M-V/def2-TZVPD" homo_ev=-7.64 multiplicity=1 e_tot_ha=-2127.2644 smiles="c1cc[nH]c1.c1cc[nH]c1.c1cc[nH]c1.c1cc[nH]c1.c1cc[nH]c1.CNC(C)=O.CNC(C)=O.CC(C)=O.CC(C)=O.CC(C)=O"
C 4.7063 -3.8938 -0.0549 -0.8 0.7 -0.9
C 4.4730 -2.4886 -0.5670 -0.7 1.7 0.0
O 3.6641 -2.2261 -1.4512 0.8 -0.6 0.8
C 5.2417 -1.3083 0.0938 0.0 -1.4 -0.1
H 4.0394 -4.5148 -0.6531 0.5 -0.3 -0.1
H 4.3451 -3.9964 0.9684 0.6 0.2 0.2
H 5.7694 -4.0717 -0.2169 0.0 -0.5 0.4
H 5.6338 -1.6072 1.0660 -0.2 0.1 0.1
H 4.5847 -0.4428 0.1794 0.3 0.0 -0.2
H 6.1399 -1.1143 -0.4925 -0.2 0.3 -0.3
C 1.0731 1.2218 -5.3258 0.2 0.0 0.4
C -0.3828 1.1030 -5.0192 -1.5 -1.0 -1.2
O -0.7570 0.5960 -3.9874 -0.1 0.2 0.3
C -1.4098 1.5091 -6.1036 0.8 1.0 0.4
H 1.4116 0.5544 -6.1182 -0.3 0.0 -0.2
H 1.5619 0.8990 -4.4066 0.4 0.4 -0.1
H 1.3133 2.2413 -5.6274 0.2 0.0 0.2
H -1.0052 2.4377 -6.5061 -0.1 0.1 -0.4
H -2.4084 1.7560 -5.7433 0.2 -0.4 0.4
H -1.5081 0.7990 -6.9247 0.3 -0.2 0.2
C -1.5172 4.9311 0.0239 0.7 0.3 0.1
C -0.8087 6.2821 0.0182 0.5 -0.1 -1.4
O 0.1068 6.5210 -0.7450 -0.2 -0.5 0.1
C -1.2620 7.3778 0.8951 -1.1 1.7 1.3
H -1.3785 4.5343 1.0296 -0.3 -0.2 0.1
H -1.0304 4.2592 -0.6829 0.1 0.1 0.1
H -2.5763 4.9972 -0.2256 0.0 0.2 0.2
H -0.8809 8.3647 0.6324 0.6 -0.3 -0.4
H -1.0438 7.2993 1.9601 0.2 -0.6 0.1
H -2.3344 7.5724 0.8807 -0.3 -0.6 -0.2
C -1.4848 1.5395 3.6498 0.6 1.1 1.0
C -1.1068 1.1637 5.0612 -2.0 -3.3 0.9
O -1.6010 0.0997 5.5489 1.9 2.9 -0.7
N -0.3339 2.0461 5.7385 0.5 -0.2 0.9
C 0.1261 1.8821 7.1153 -0.2 0.2 0.7
H -1.2281 0.7624 2.9299 -0.2 0.1 0.1
H -0.9583 2.4794 3.4839 0.0 0.0 -0.9
H -2.5433 1.7943 3.7027 -0.1 -0.4 -0.4
H -0.0764 2.9356 5.3354 -0.2 -0.4 -0.3
H 1.1456 1.5184 7.2433 0.1 -0.1 -0.6
H -0.4844 1.2370 7.7472 -0.3 -0.2 -0.6
H 0.1010 2.8487 7.6185 0.0 0.2 -0.2
C -1.7339 0.7284 -0.4668 -1.1 0.9 0.0
C -0.6056 -0.2329 -0.4110 -0.1 1.2 1.6
O 0.0778 -0.3741 0.6153 0.0 -0.5 -0.3
N -0.4114 -0.8075 -1.5649 -0.3 -0.9 -0.5
C 0.5884 -1.7724 -1.8455 1.1 -0.4 -1.2
H -1.5578 1.5257 -1.1889 0.5 0.2 0.1
H -1.9475 1.1865 0.4989 0.1 -0.2 -0.1
H -2.6362 0.2814 -0.8840 -0.1 -0.3 0.4
H -0.9324 -0.4373 -2.3469 0.1 -0.2 0.0
H 1.0129 -2.3176 -1.0024 -0.3 0.4 0.2
H 1.3929 -1.2493 -2.3624 0.5 -0.3 0.1
H 0.2141 -2.5024 -2.5632 -0.2 -0.1 0.1
N -3.9115 -4.0268 -0.6132 -0.2 1.5 -1.9
C -3.0470 -3.3691 -1.4797 0.7 0.2 -0.6
C -3.7200 -2.7590 -2.5587 1.2 -1.9 2.4
C -5.0587 -3.0882 -2.3120 -1.1 0.0 0.1
C -5.1747 -3.8130 -1.1304 -0.1 0.1 -0.6
H -3.6916 -4.4661 0.2692 0.1 0.2 -0.3
H -1.9723 -3.4227 -1.3863 -0.1 -0.1 0.4
H -3.2168 -2.3604 -3.4273 -0.3 0.2 0.1
H -5.8503 -2.8099 -2.9919 -0.3 -0.2 0.3
H -6.0659 -4.2089 -0.6663 0.2 0.0 0.0
N 3.0581 -7.1649 -3.2272 1.0 0.2 -1.0
C 3.3298 -5.9699 -3.8459 -0.1 0.5 -0.8
C 2.7606 -4.9428 -3.1137 1.2 -0.2 -1.1
C 2.2244 -5.5425 -1.9990 -1.3 -1.2 1.8
C 2.4240 -6.9158 -2.0764 -1.0 0.5 0.9
H 3.3337 -8.0807 -3.5518 0.0 0.3 0.0
H 3.8720 -5.8968 -4.7771 0.0 -0.3 0.1
H 2.8224 -3.8823 -3.3085 0.0 -0.2 -0.1
H 1.6449 -5.0705 -1.2194 0.2 0.1 0.1
H 2.0832 -7.7355 -1.4614 0.0 0.2 0.1
N 2.0620 1.5261 -0.1745 -0.6 0.3 -1.5
C 1.7076 2.3688 -1.2142 0.7 0.7 0.2
C 2.2940 3.6241 -0.9922 -0.8 -1.8 0.9
C 2.9162 3.5091 0.3047 0.3 0.5 -1.1
C 2.7998 2.2023 0.7154 0.0 0.6 1.1
H 1.7461 0.5745 -0.0524 -0.1 0.1 0.0
H 1.0404 2.0582 -2.0046 0.2 -0.2 0.0
H 2.1922 4.4737 -1.6513 0.0 0.0 0.3
H 3.4149 4.3279 0.8020 0.1 -0.2 0.1
H 3.0277 1.7206 1.6548 0.4 0.2 -0.1
N 1.9685 -0.0843 3.2410 1.4 -1.4 -1.0
C 2.5642 0.1566 4.4362 -1.1 1.3 1.5
C 3.7527 -0.5127 4.5544 -0.4 0.9 1.4
C 3.9189 -1.1500 3.3737 0.0 -2.1 -3.4
C 2.8134 -0.9508 2.5453 0.3 0.8 0.8
H 1.1103 0.2517 2.8277 0.0 0.1 0.4
H 2.0786 0.7982 5.1566 0.0 -0.1 0.0
H 4.4401 -0.6203 5.3805 -0.3 0.5 0.1
H 4.7591 -1.7736 3.1065 0.0 0.0 0.0
H 2.6055 -1.2622 1.5323 -0.1 0.0 0.2
N -6.5640 0.5650 0.6069 0.1 0.2 -0.7
C -6.7804 1.6265 1.4564 0.4 -0.8 0.1
C -5.6186 1.7891 2.1780 -0.9 0.8 -0.5
C -4.6507 0.9061 1.6578 0.3 -0.4 0.0
C -5.2512 0.1473 0.6643 -0.4 0.9 0.5
H -7.2091 0.1835 -0.0702 0.0 0.3 0.2
H -7.6989 2.1942 1.4751 0.0 -0.3 0.1
H -5.5381 2.5866 2.9019 0.4 -0.2 0.1
H -3.6393 0.8626 2.0340 -0.1 -0.3 -0.3
H -4.8846 -0.5010 -0.1179 0.1 -0.3 0.4

---

Record 3
88
Properties=species:S:1:pos:R:3:forces:R:3 method="wB97M-V/def2-TZVPD" e_above_lowest_kcal_mol=0.00 s2=8.763 homo_ev="-7.78 / -7.78" multiplicity=6 e_tot_ha=-2974.8061
Sm -0.8064 -0.6859 -1.3682 -0.6 0.2 -0.8
C -2.3612 0.0341 2.3740 0.3 2.0 -0.4
C -1.2404 -0.9645 2.2884 -0.5 -0.1 0.0
C -0.8232 -1.7924 3.3400 1.7 -0.7 -3.7
C 0.1098 -2.6377 2.7003 -0.1 -0.3 1.4
C 0.8658 -3.8210 3.2351 -0.5 1.0 0.0
N 0.2371 -2.2979 1.4257 0.3 -0.5 -0.6
N -0.5851 -1.2777 1.1438 -1.1 1.1 0.0
B 1.1799 -3.0131 0.3499 -0.7 0.7 0.5
N 0.3307 -3.8137 -0.6912 -1.1 1.9 0.6
N -0.8271 -3.2079 -1.1884 0.8 0.0 0.1
C -1.4860 -4.1201 -1.8956 0.4 -0.2 0.5
C -2.7540 -3.7201 -2.6217 1.4 -1.1 -1.4
C -0.7383 -5.3237 -1.8437 -2.2 -1.6 -1.0
C 0.3324 -5.0948 -1.0432 1.5 -0.3 -0.1
C 1.4760 -6.0054 -0.7034 -0.6 0.4 0.6
N 2.0410 -1.8894 -0.3007 2.1 -0.9 0.6
N 1.5957 -1.0829 -1.2656 0.9 1.3 -0.4
C 2.6228 -0.2641 -1.5912 -0.7 0.7 -1.2
C 2.4791 0.7319 -2.7290 -0.8 -0.8 0.9
C 3.7720 -0.5335 -0.8517 -3.1 -2.3 0.5
C 3.3689 -1.6292 -0.0647 -0.1 0.4 0.2
C 4.2674 -2.4437 0.8309 -1.1 0.5 0.0
H -2.7295 0.1932 3.4115 0.3 -0.5 -0.6
H -3.2037 -0.1703 1.6823 0.5 -0.1 0.6
H -1.9964 1.0721 2.0620 -0.4 -1.4 0.4
H -1.1092 -1.8430 4.3222 -0.8 0.0 2.0
H 0.5523 -3.9835 4.2577 0.2 -0.1 0.3
H 1.9310 -3.5867 3.1739 0.0 -0.6 0.1
H 0.5635 -4.6681 2.6311 0.4 -0.4 0.0
H 1.8686 -3.7051 1.0100 0.4 -0.4 -0.3
H -3.2201 -4.6155 -3.0938 0.2 0.7 0.5
H -2.3754 -3.0860 -3.4543 -0.8 -0.1 0.4
H -3.4633 -3.1913 -2.0084 -0.2 0.2 0.2
H -1.0496 -6.3212 -2.2390 0.4 1.2 0.3
H 1.3891 -6.9245 -1.2380 -0.2 -0.7 -0.2
H 1.5333 -6.1878 0.3749 0.0 -0.1 -0.2
H 2.4105 -5.5777 -1.0038 0.6 0.5 -0.1
H 1.9640 0.2655 -3.5646 -0.1 0.0 -0.1
H 3.4489 1.0121 -3.0394 1.1 0.4 -0.4
H 1.9357 1.6310 -2.4439 0.0 -0.2 0.0
H 4.7095 -0.1146 -0.9282 1.7 0.8 -0.1
H 5.2077 -1.9458 0.9304 0.8 0.2 -0.4
H 4.3624 -3.4262 0.3795 0.2 -0.3 0.4
H 3.9174 -2.4694 1.8617 -0.4 -0.5 0.0
C 2.5445 5.0739 -2.3326 0.8 1.5 -0.9
C 2.9708 4.6896 -1.0857 1.4 0.0 0.0
C 2.3091 3.6922 -0.4143 -0.9 0.1 1.3
C 1.0821 3.2201 -0.8902 -1.4 0.6 -0.8
C 0.5567 3.7723 -2.1052 0.8 0.2 0.6
C 1.3313 4.7014 -2.8251 -1.9 -1.0 -0.4
P -0.0094 1.9703 -0.0274 0.0 -0.1 0.0
C 0.6593 1.9442 1.6953 1.4 0.4 -0.1
C 0.2604 2.8345 2.6813 0.2 -0.1 0.0
C 0.8507 2.9080 3.9342 -0.2 -0.9 -0.2
C 1.8456 1.9862 4.2478 -0.4 0.6 -0.8
C 2.3408 1.1451 3.2666 -0.2 0.1 -0.5
C 1.8061 1.1752 1.9815 -0.8 -1.3 -0.7
C -1.6880 2.7527 0.1168 0.2 2.4 0.8
C -1.8890 4.0671 0.5911 0.8 -1.5 -0.5
C -3.1563 4.6654 0.7310 0.1 -1.2 -1.1
C -4.2671 4.0079 0.2509 0.2 -1.2 0.0
C -4.1107 2.6483 -0.2250 0.7 0.5 1.0
C -5.2045 1.8125 -0.5124 -1.4 1.1 0.4
C -5.0486 0.5321 -0.8934 0.0 -0.6 -0.5
C -3.7454 -0.0014 -1.0254 -0.3 -0.2 0.0
C -2.6183 0.6749 -0.6766 -0.5 0.3 0.0
C -2.8276 2.0136 -0.2320 0.2 0.1 -0.7
H 3.1228 5.7630 -2.9585 0.0 -0.1 0.5
H 3.8603 5.1683 -0.6475 -0.4 -0.5 -0.3
H 2.6430 3.4507 0.6020 -0.1 -0.3 -0.5
H -0.4282 3.5147 -2.4889 0.2 -0.2 0.3
H 0.9254 5.1448 -3.7602 0.4 -0.5 0.7
H -0.5340 3.4861 2.4487 -0.8 0.6 0.0
H 0.4323 3.5842 4.6675 0.2 0.0 0.1
H 2.2159 1.9458 5.2319 0.6 -0.1 1.1
H 3.1250 0.4398 3.4861 0.2 -0.1 0.1
H 2.1510 0.4290 1.2245 -0.1 0.8 0.6
H -0.9857 4.5981 0.8421 0.0 0.5 0.1
H -3.1914 5.6387 1.1303 -0.3 1.1 0.4
H -5.2756 4.4454 0.2780 0.5 -0.2 0.0
H -6.2018 2.2338 -0.3321 0.3 -0.2 -0.4
H -5.9039 -0.0728 -1.1635 -0.1 0.0 0.2
H -3.6934 -1.0121 -1.3988 0.1 -0.5 -0.2
O -0.6672 0.9446 -3.2586 -0.1 0.3 0.5
C -1.5259 0.3938 -3.9955 0.7 -0.7 -1.0
O -1.8804 -0.8007 -3.8524 -0.2 0.0 0.8
H -1.8845 0.9142 -4.9199 0.0 0.1 0.7

---

Record 4
17
Properties=species:S:1:pos:R:3:forces:R:3 method="wB97M-V/def2-TZVPD" e_above_lowest_kcal_mol=77.28 homo_ev=-7.82 multiplicity=1 e_tot_ha=-463.1266
C -0.3014 0.9043 -0.8055 -0.4 0.8 0.2
C -0.8515 -1.1221 -0.1173 0.7 -3.3 -2.2
C -2.0385 -0.7846 0.4284 1.4 -0.2 -0.1
C 0.5269 0.2290 -0.0454 0.8 -0.5 1.8
C 0.7724 0.6229 1.4357 2.3 -1.8 -3.0
C 1.6870 -0.3072 -0.8049 -0.5 0.0 0.5
N -0.9437 1.6040 -1.4947 -3.6 0.9 -2.1
O -0.4408 -2.1130 -0.7539 -0.3 2.0 1.6
F -2.1409 0.5235 0.7947 -1.1 0.4 0.9
H -2.6627 -1.5792 0.8237 -0.4 0.7 0.0
H -0.1343 0.5688 1.8391 -3.5 0.5 2.3
H 1.3120 1.5329 1.5282 0.2 0.8 0.2
H 1.3448 -0.2088 1.8246 0.3 0.0 0.3
H 1.4205 -0.4295 -1.8191 0.1 -0.3 -1.2
H 1.9634 -1.2359 -0.3822 0.4 -1.1 0.3
H 2.4585 0.4111 -0.6771 1.0 0.5 -0.1
H -1.9715 1.3839 -1.7744 2.5 0.4 0.6

---

Record 5
65
Properties=species:S:1:pos:R:3:forces:R:3 method="wB97M-V/def2-TZVPD" e_above_lowest_kcal_mol=13.14 s2=2.021 homo_ev="-11.71 / -11.93" multiplicity=3 charge=+2 e_tot_ha=-2869.0526
V 0.1399 -3.7642 -0.4988 1.1 -1.0 0.9
I 2.9758 -3.7466 -0.4420 0.1 0.0 -0.2
C 2.8226 -3.6856 1.6521 -0.2 0.0 -0.1
C 4.0057 -3.6480 2.3159 0.2 0.0 0.4
C 3.9886 -3.6193 3.7305 0.2 0.0 -0.1
C 2.7988 -3.6327 4.3892 -0.2 0.0 0.1
C 1.5650 -3.6750 3.6856 -0.1 0.0 0.1
C 0.3355 -3.6983 4.3975 0.2 0.0 0.1
C -0.8449 -3.7558 3.7266 -0.1 0.0 -0.2
C -0.8591 -3.7859 2.3060 0.0 0.0 0.1
C 0.2912 -3.7537 1.5485 0.4 0.1 0.2
C 1.5400 -3.7023 2.2641 0.0 0.0 0.0
H 4.9484 -3.6443 1.7833 0.0 0.0 0.1
H 4.9262 -3.5930 4.2735 -0.1 0.0 0.0
H 2.7747 -3.6169 5.4748 0.0 0.0 -0.1
H 0.3606 -3.6788 5.4842 0.0 0.0 -0.1
H -1.7820 -3.7844 4.2737 0.1 0.0 -0.1
H -1.8281 -3.8581 1.8244 0.0 0.0 0.0
C -4.1448 2.3529 -2.2212 0.0 0.0 -0.1
C -3.7574 1.9617 -0.8066 0.2 -0.2 -0.1
N -2.6600 0.9604 -0.7748 0.0 0.3 0.0
C -2.9687 -0.3332 -0.7041 -0.2 0.0 0.0
C -2.0460 -1.3481 -0.6856 -0.3 0.0 0.0
C -2.5748 -2.7477 -0.6303 1.4 -0.4 -0.1
O -3.7353 -2.9819 -0.5145 -0.7 -0.2 0.1
O -1.6149 -3.6872 -0.7544 -2.3 0.6 -0.4
C -0.6830 -1.0260 -0.7165 0.4 -0.4 0.0
O 0.2533 -1.8895 -0.6712 0.0 1.6 -0.3
C -0.3338 0.3655 -0.8039 0.1 0.1 0.0
C 1.0086 0.7573 -0.8417 0.2 -0.3 0.0
C 1.3370 2.0685 -0.9365 0.0 0.1 0.0
F 2.6335 2.4217 -0.9463 0.2 -0.5 0.1
C 0.3669 3.0814 -1.0220 -0.1 0.3 -0.1
C -0.9583 2.6892 -0.9891 -0.1 0.1 0.0
C -1.3235 1.3441 -0.8512 -0.3 0.2 0.0
N 0.7166 4.4389 -1.1975 0.0 0.1 0.2
C 0.0132 5.4559 -0.4096 0.2 -0.1 -0.1
C -0.2026 6.6914 -1.2820 0.3 0.1 -0.2
N 0.9046 6.7369 -2.3166 0.0 0.0 0.3
C 2.2123 6.3056 -1.6979 -0.3 0.0 -0.1
C 2.1286 4.8019 -1.4029 -0.2 0.4 -0.1
H -4.9550 3.0847 -2.1935 0.1 -0.1 0.0
H -4.4964 1.4831 -2.7811 0.0 0.1 0.1
H -3.3024 2.7876 -2.7677 -0.1 0.0 0.1
H -4.5911 1.5144 -0.2777 -0.1 -0.1 0.0
H -3.4463 2.8162 -0.2133 0.0 0.1 0.1
H -4.0230 -0.5856 -0.6537 0.1 0.0 0.0
H 1.7950 0.0145 -0.7782 -0.1 0.0 0.0
H -1.7299 3.4317 -1.1194 0.0 0.1 0.0
H 0.5721 5.7096 0.4958 0.1 0.0 0.0
H -0.9536 5.1031 -0.0851 -0.2 -0.2 0.1
H -0.1405 7.6114 -0.7081 0.0 0.1 0.0
H -1.1443 6.6720 -1.8203 -0.1 0.0 -0.1
H 0.9728 7.6693 -2.7178 0.0 0.1 0.0
H 0.6761 6.0974 -3.0748 0.0 -0.1 -0.1
H 2.3369 6.9163 -0.8088 0.0 0.0 0.1
H 3.0184 6.5295 -2.3879 0.1 0.0 -0.1
H 2.7659 4.5887 -0.5443 0.0 0.1 0.0
H 2.5145 4.2413 -2.2497 0.0 0.1 0.0
C 0.2248 -8.4085 -0.7472 0.0 0.5 0.0
C 0.2469 -6.9401 -0.6736 0.0 -1.2 0.0
N 0.2692 -5.8023 -0.6096 0.0 -0.2 -0.2
H 0.0003 -8.8177 0.2348 0.0 0.0 0.1
H 1.1969 -8.7677 -1.0765 0.0 0.0 0.0
H -0.5376 -8.7258 -1.4550 0.0 0.0 0.0

---

Record 6
88
Properties=species:S:1:pos:R:3:forces:R:3 method="wB97M-V/def2-TZVPD" e_above_lowest_kcal_mol=6.95 s2=8.766 homo_ev="-11.95 / -13.74" multiplicity=6 charge=+2 e_tot_ha=-2551.3106
Ir 1.9626 -0.9349 1.3371 0.6 -2.6 0.7
C 3.2143 -2.9787 1.4910 0.1 -0.2 -1.1
C 2.2821 -2.9737 0.4313 1.0 -0.4 -0.5
C 1.0041 -3.7793 0.5006 -0.5 -0.8 0.0
C -0.2322 -2.9464 0.8761 -0.2 0.0 -0.2
C 0.0495 -1.9138 1.9372 -0.3 -0.2 0.5
C 0.9407 -2.0401 3.0328 -1.0 -0.1 0.8
C 1.5990 -3.3468 3.4175 0.0 -0.7 0.4
C 2.9837 -3.6399 2.8119 0.0 -0.1 0.9
C 1.2926 0.8853 1.2514 -0.7 2.5 -0.3
H 4.2664 -2.8437 1.2265 -0.4 0.2 0.0
H 2.7207 -2.8355 -0.5756 -0.3 0.0 0.6
H 1.1367 -4.6589 1.1710 -0.1 0.7 -0.3
H 0.8372 -4.2389 -0.4787 0.0 0.2 0.1
H -0.5844 -2.3953 -0.0173 0.2 -0.3 0.3
H -1.0746 -3.5920 1.1824 0.2 0.1 0.0
H -0.7062 -1.1304 2.0623 0.3 -0.1 -0.2
H 0.7821 -1.2980 3.8445 0.2 -0.5 -0.6
H 0.9133 -4.1754 3.1644 0.2 0.4 0.2
H 1.7336 -3.3966 4.5080 -0.3 0.2 -0.3
H 3.7575 -3.3388 3.5496 -0.3 -0.1 -0.7
H 3.0693 -4.7467 2.7363 0.2 0.6 -0.3
H 1.8468 1.4830 0.5313 -0.1 0.3 0.0
H 1.3675 1.3933 2.2221 0.1 -0.1 -0.1
H 0.2430 0.8571 0.9637 0.0 0.2 -0.2
P -1.0054 0.7614 -2.5749 -0.1 0.4 -1.8
P -2.1163 0.9912 0.0244 -2.5 1.0 -0.2
C -2.0555 -0.6153 -2.0917 -0.5 -0.3 2.0
C -2.4617 -0.5853 -0.7725 1.0 -0.2 -2.2
C -1.4800 1.2940 -4.2926 -0.3 0.8 0.3
C -2.3042 0.5621 -5.1520 0.1 -0.2 0.1
C -2.4077 0.9260 -6.4975 0.1 0.2 0.0
C -1.7526 2.0648 -6.9748 0.0 -0.2 0.4
C -1.0614 2.8874 -6.0822 -0.1 -0.1 0.1
C -0.9461 2.5240 -4.7415 0.0 -0.5 -0.1
C 0.6525 0.1296 -2.9456 0.4 0.3 0.5
C 1.6471 0.4893 -2.0248 -0.3 -0.3 0.3
C 2.8795 -0.1482 -2.0568 0.0 -0.1 -0.7
C 3.1684 -1.0006 -3.1328 -0.1 0.1 0.4
C 2.2258 -1.2451 -4.1363 -0.1 0.1 0.0
C 0.9458 -0.6800 -4.0508 0.3 -0.2 0.4
C -3.5786 2.0795 -0.5593 0.0 0.2 -0.5
C -3.6235 2.4602 -1.9125 0.3 -0.1 0.0
C -4.6506 3.2416 -2.4466 0.2 -0.2 0.2
C -5.6665 3.7126 -1.6129 0.3 -0.2 -0.1
C -5.6576 3.3425 -0.2723 0.1 -0.1 0.2
C -4.6436 2.5203 0.2474 0.2 -0.1 0.4
C -2.5358 0.8016 1.7921 0.3 0.3 0.5
C -2.1922 1.8769 2.6408 0.1 -0.3 -0.2
C -2.3988 1.7922 4.0147 -0.2 -0.2 0.0
C -2.9633 0.6297 4.5601 0.1 0.0 -0.3
C -3.3502 -0.4238 3.7227 0.0 0.2 -0.1
C -3.1604 -0.3289 2.3374 0.3 0.1 0.2
H -2.2763 -1.3932 -2.8223 -0.1 -0.1 0.4
H -2.9211 -1.4080 -0.2251 -0.2 0.1 -0.5
H -2.8625 -0.2968 -4.7711 0.2 0.1 -0.3
H -2.9912 0.3178 -7.1854 0.1 0.1 0.2
H -1.7906 2.3139 -8.0310 -0.1 0.0 0.2
H -0.6075 3.8080 -6.4398 -0.1 -0.1 0.1
H -0.4360 3.1803 -4.0386 0.1 -0.1 -0.2
H 1.4171 1.2588 -1.2804 0.1 -0.5 -0.3
H 3.6231 0.0072 -1.2806 0.0 0.2 -0.2
H 4.1567 -1.4571 -3.1615 -0.3 0.0 -0.2
H 2.4884 -1.8836 -4.9835 -0.1 0.3 0.3
H 0.1947 -0.8541 -4.8206 0.2 -0.1 0.2
H -2.8199 2.1364 -2.5790 -0.6 0.4 0.2
H -4.6391 3.4870 -3.5085 0.0 0.0 0.3
H -6.4459 4.3590 -2.0178 0.2 -0.2 0.2
H -6.4516 3.7077 0.3863 0.3 -0.3 -0.2
H -4.6907 2.2362 1.3030 0.0 0.1 -0.4
H -1.7533 2.7773 2.2031 -0.1 -0.2 0.2
H -2.1209 2.6260 4.6646 -0.1 -0.3 -0.3
H -3.1037 0.5446 5.6372 0.0 0.0 -0.3
H -3.7972 -1.3243 4.1488 0.1 0.3 -0.2
H -3.4870 -1.1322 1.6823 0.0 0.0 0.3
C 5.4209 -0.9134 2.8043 -0.4 -0.2 0.0
Si 3.7589 0.0142 2.5174 3.6 1.6 1.4
C 3.0557 0.4243 4.2600 -0.8 -0.4 0.2
C 4.4112 1.6871 1.8224 -0.5 -0.2 -0.3
H 5.4445 -1.4376 3.7694 -0.1 0.0 -0.2
H 6.2713 -0.2127 2.8020 -0.5 -0.1 0.0
H 5.6185 -1.6487 2.0182 0.2 0.1 0.2
H 3.6682 1.1952 4.7488 0.1 -0.2 -0.4
H 2.0224 0.7926 4.2471 0.2 0.0 0.0
H 3.0803 -0.4724 4.8887 0.0 0.1 -0.1
H 5.5122 1.6973 1.8033 -0.4 -0.1 0.0
H 4.0555 1.8609 0.8004 0.2 0.2 0.1
H 4.0825 2.5277 2.4510 0.0 -0.2 -0.2